## A
C3H7NO2 | ωB97M-V/def2-TZVPD

LUMO (alpha / beta) ... -4.49 / -8.46 eV
HOMO level (alpha / beta) ... -16.32 / -16.14 eV
<S²> ... 0.7544

Structure (ORCA input):
```
! RIJCOSX wB97M-V def2-TZVPD def2/J DEFGRID3
* xyz 1 2
O 0.80316 1.71546 0.72340
C 0.23547 1.91496 1.80362
O -0.59582 1.12289 2.32436
H 0.47082 2.84816 2.34200
C 0.10362 -0.54567 -1.85354
C -0.44888 -1.49289 0.30519
N 0.01156 -0.54003 -0.39464
H 1.09732 -0.20286 -2.12832
H -0.68488 0.11243 -2.21533
H -0.05705 -1.55002 -2.23979
H -0.79575 -2.39917 -0.17877
H -0.50524 -1.34578 1.37554
H 0.36567 0.36252 0.13627
*
```

Atom charges from the natural (NBO) analysis, given in e for atoms 1 to 5:
1 O -0.577
2 C 0.583
3 O -0.107
4 H 0.212
5 C -0.434

## B
C3H7NO2 | ωB97M-V/def2-TZVPD

LUMO (alpha / beta) ... -6.05 / -9.75 eV
HOMO level (alpha / beta) ... -12.84 / -12.78 eV
<S²> ... 0.7558

Structure (ORCA input):
```
! RIJCOSX wB97M-V def2-TZVPD def2/J DEFGRID3
* xyz 1 2
C 2.74264 0.46845 0.62944
C 1.91604 -0.23641 -0.19512
O 1.74432 0.05649 -1.49977
H 2.48206 0.47204 1.68754
H 3.62023 1.04872 0.37999
H 1.09353 -0.88355 0.07377
H 2.59041 -0.11331 -1.93343
C -2.59895 0.11719 0.76673
N -2.76180 -0.49068 -0.42884
O -3.52416 0.49586 1.43817
H -1.55047 0.26805 1.05885
H -3.67417 -0.52122 -0.83545
H -2.07968 -0.68161 -1.14188
*
```

Atom charges from the natural (NBO) analysis, given in e for atoms 1 to 5:
1 C -0.095
2 C 0.322
3 O -0.517
4 H 0.258
5 H 0.255

Of them, B has the lowest stability.

## A
C4H10O2PS | ωB97M-V/def2-TZVPD

LUMO ... 3.81 eV
HOMO level ... -3.70 eV

Structure (ORCA input):
```
! RIJCOSX wB97M-V def2-TZVPD def2/J DEFGRID3
* xyz -1 1
C 1.82082 -1.92903 0.05018
C -0.49057 1.75743 -1.43329
C 1.05235 -0.54097 0.00895
C -1.26906 0.99733 -0.35425
O -0.11458 0.66663 2.64274
O -2.58077 -0.86964 1.90537
P -0.76095 -0.80245 -0.32368
S -1.13336 -1.04036 1.84315
H 2.91209 -1.62641 -0.02230
H 1.50196 -2.32312 1.01063
H 1.24976 -2.52438 -0.71983
H -1.08088 2.77499 -1.33413
H 0.54521 1.80384 -1.12365
H -0.81281 1.44722 -2.45595
H 1.56756 0.06918 -0.90972
H 1.11865 0.08718 0.92201
H -2.31903 0.81894 -0.45758
H -1.20638 1.23363 0.75135
*
```

Atom charges from the natural (NBO) analysis, given in e for atoms 1 to 5:
1 C -0.649
2 C -0.636
3 C -0.736
4 C -0.730
5 O -1.001

## B
C4H10O2PS | ωB97M-V/def2-TZVPD

LUMO ... 3.73 eV
SMILES string ... CCP(=O)(CC)S[O-]
HOMO level ... -2.45 eV

Structure (ORCA input):
```
! RIJCOSX wB97M-V def2-TZVPD def2/J DEFGRID3
* xyz -1 1
C -0.20534 1.54266 1.24468
C 1.72046 -0.52933 -0.86671
C -1.10917 0.27869 1.25621
C 0.50951 -1.42552 -0.70138
O -1.18520 -2.51376 0.99041
O 2.57725 -1.35773 2.39337
P -0.19567 -1.36962 1.05246
S 1.18396 -1.90964 2.51879
H 0.67914 1.38818 1.88750
H 0.23324 1.70238 0.32262
H -0.72382 2.42594 1.66085
H 1.53705 0.63421 -0.95350
H 2.33642 -0.62176 0.01597
H 2.29356 -0.61887 -1.84956
H -1.76764 0.23205 0.29817
H -1.85150 0.21093 2.08545
H 0.65216 -2.51442 -0.78406
H -0.33830 -0.96948 -1.25426
*
```

Atom charges from the natural (NBO) analysis, given in e for atoms 1 to 5:
1 C -0.624
2 C -0.636
3 C -0.758
4 C -0.755
5 O -1.162

Of them, A has the lowest stability.

## A
C2H4FPS | ωB97M-V/def2-TZVPD

LUMO (alpha / beta) ... -0.95 / -0.95 eV
HOMO level (alpha / beta) ... -9.25 / -9.25 eV

Structure (ORCA input):
```
! RIJCOSX wB97M-V def2-TZVPD def2/J DEFGRID3
* xyz 0 1
C -2.46890 0.30993 0.25758
C 0.37306 0.35103 0.41681
F -2.34075 1.65523 0.55990
P -1.04457 -0.82621 0.47637
S -3.94257 -0.30705 -0.23232
H 0.58937 0.81430 1.47906
H 0.24577 0.97493 -0.46916
H 1.25543 -0.17896 0.28568
H -1.26951 -1.36031 -1.34450
*
```

Atom charges from the natural (NBO) analysis, given in e for atoms 1 to 5:
1 C -0.047
2 C -0.970
3 F -0.346
4 P 0.592
5 S 0.010

## B
C2H4FPS | ωB97M-V/def2-TZVPD

LUMO (alpha / beta) ... -1.28 / -0.76 eV
SMILES string ... C/C=S(\F)#P
HOMO level (alpha / beta) ... -8.32 / -8.57 eV

Structure (ORCA input):
```
! RIJCOSX wB97M-V def2-TZVPD def2/J DEFGRID3
* xyz 0 1
C 0.16035 0.56624 -0.49051
C -0.14700 -0.87198 -0.58960
F -1.45510 0.32190 1.56425
P 1.68228 1.10689 1.64891
S -0.16360 1.50831 0.96755
H 0.68994 1.09307 -1.26448
H 0.46643 -1.36020 -1.34241
H -1.20189 -0.98582 -0.86135
H -0.03142 -1.37841 0.36765
*
```

Atom charges from the natural (NBO) analysis, given in e for atoms 1 to 5:
1 C -0.308
2 C -0.693
3 F -0.608
4 P 0.031
5 S 0.628

Of them, B has the lowest stability.